Record 1
An isolated molecule of C5H10O in a non-equilibrium geometry. Source: the Open Molecules 2025 dataset; level of theory: ωB97M-V/def2-TZVPD.

Calculated values
**Frontier orbital gap**: 8.994 eV
**E_tot**: -7390.902 eV
**Energy above the lowest of the compared OMol25 structures with the same formula, charge and spin**: 372.7 kJ/mol
**Structure (SMILES)**: CC[C@H]1C[C@H]1O
**E_LUMO**: 0.83 eV
**HOMO**: -8.17 eV

Geometry as ORCA input:
```
! RIJCOSX wB97M-V def2-TZVPD def2/J DEFGRID3
* xyz 0 1
C -1.8090 0.5571 0.2122
C -0.9267 -0.6067 -0.2430
C 0.3708 -0.5386 0.5021
C 2.0019 -0.9254 -0.0288
C 1.4109 0.4362 0.1144
O 1.1727 1.0788 -1.1195
H -1.3055 1.5163 0.0431
H -2.0320 0.4894 1.2837
H -2.7550 0.5723 -0.3339
H -1.4421 -1.5565 -0.0584
H -0.7170 -0.5394 -1.3116
H 0.2970 -0.6450 1.5892
H 1.2587 -1.6884 0.4929
H 2.0225 -1.1615 -1.0984
H 1.7722 1.1252 0.8750
H 0.6803 1.8861 -0.9191
*
```



Record 2
An isolated molecule of C5H10O. Source: the Open Molecules 2025 dataset; level of theory: ωB97M-V/def2-TZVPD.

Calculated values
**Frontier orbital gap**: 10.429 eV
**E_tot**: -7394.572 eV
**Energy above the lowest of the compared OMol25 structures with the same formula, charge and spin**: 18.6 kJ/mol
**Structure (SMILES)**: CCC(=O)CC
**E_LUMO**: 0.98 eV
**HOMO**: -9.45 eV

Geometry as ORCA input:
```
! RIJCOSX wB97M-V def2-TZVPD def2/J DEFGRID3
* xyz 0 1
C -0.8933 -1.5569 0.4137
C -0.6187 -0.9771 -0.9734
C 0.3157 0.2204 -1.0995
C 0.3530 1.6622 0.8848
C 1.1809 0.6580 0.0663
O 0.3210 0.8665 -2.1274
H -1.3350 -0.8199 1.0931
H 0.0145 -1.9508 0.8828
H -1.6023 -2.3870 0.3284
H -1.5520 -0.6786 -1.4646
H -0.1804 -1.7517 -1.6171
H -0.1871 2.3457 0.2216
H -0.3824 1.1489 1.5108
H 0.9895 2.2566 1.5394
H 2.0673 1.1402 -0.3571
H 1.5093 -0.1765 0.6985
*
```



Record 3
An isolated molecule of C5H10O. Source: the Open Molecules 2025 dataset; level of theory: ωB97M-V/def2-TZVPD.

Calculated values
**Frontier orbital gap**: 10.266 eV
**E_tot**: -7393.668 eV
**Energy above the lowest of the compared OMol25 structures with the same formula, charge and spin**: 105.9 kJ/mol
**Structure (SMILES)**: C[C@@H]1[C@H](C)[C@@H]1O
**E_LUMO**: 0.89 eV
**HOMO**: -9.37 eV

Geometry as ORCA input:
```
! RIJCOSX wB97M-V def2-TZVPD def2/J DEFGRID3
* xyz 0 1
C -1.0432 -0.8080 -1.2127
C -0.9661 -0.3653 0.2316
C 0.3546 -0.1541 0.9451
C 1.6744 -0.3705 0.2418
C -0.5369 1.0174 0.6047
O -0.2014 1.8748 -0.4472
H -0.3527 -0.2546 -1.8541
H -2.0539 -0.6453 -1.6023
H -0.8194 -1.8773 -1.3008
H -1.7624 -0.7673 0.8549
H 0.3609 -0.4426 1.9955
H 2.4966 0.0842 0.8071
H 1.8930 -1.4403 0.1428
H 1.6726 0.0719 -0.7577
H -1.0659 1.5065 1.4243
H 0.3283 2.5887 -0.0705
*
```